C4H12N4 | ωB97M-V/def2-TZVPD

Calculated values
* relative energy (zero: lowest compared OMol25 entry of this formula, charge and spin): 5.074 eV
* energy: -10298.1981 eV
* gap between HOMO and LUMO: 0.312 Ha
* multiplicity: 1

Each line ends with the Mulliken charge.
Atoms and positions in Å:
C: 1.609 0.732 -0.333  -1.667
C: 0.300 -0.153 1.667  -1.864
H: 2.070 -0.134 -0.847  0.389
H: -2.238 -1.056 -1.131  0.274
H: -0.257 -3.383 -2.055  0.246
H: 1.342 1.478 -1.076  0.439
N: -1.658 -0.839 -0.331  -0.597
H: -1.209 1.952 -0.748  0.334
H: -1.404 -1.574 0.297  0.243
C: 0.237 0.488 0.265  1.955
C: -0.550 1.858 0.261  -1.576
H: 2.287 1.222 0.313  0.392
N: -0.403 -2.480 -1.476  -0.286
H: 1.035 -0.889 1.555  0.492
H: 0.169 2.679 0.339  0.373
N: 0.473 -1.718 -1.694  -0.138
N: -0.551 -0.233 -0.698  -0.225
H: 0.540 0.654 2.367  0.401
H: -1.186 1.931 1.172  0.373
H: -0.608 -0.536 2.155  0.442

***

C5H10O2 | ωB97M-V/def2-TZVPD

Calculated values
* relative energy (zero: lowest compared OMol25 entry of this formula, charge and spin): 3.176 eV
* energy: -9439.8668 eV
* structure (SMILES): C=C/C(O)=C/C.O
* gap between HOMO and LUMO: 0.314 Ha
* multiplicity: 1

Each line ends with the Mulliken charge.
Atoms and positions in Å:
H: 1.255 -1.565 -3.819  0.280
H: 0.585 -0.732 -1.227  0.354
H: 0.258 -2.076 1.638  0.252
C: 0.111 -1.131 2.167  -1.121
H: -1.709 2.121 0.983  0.168
C: -0.285 1.734 -0.466  -0.164
C: 0.174 0.462 0.122  0.656
H: 1.036 -0.857 2.680  0.279
C: -1.286 2.470 0.047  -0.738
C: -0.422 -0.075 1.210  -0.385
H: -1.454 0.081 1.474  0.260
H: 1.507 -2.539 -2.693  0.302
O: 1.054 -1.731 -2.916  -0.614
H: -1.798 3.310 -0.401  0.271
H: -0.549 -1.350 3.008  0.352
O: 1.125 -0.245 -0.590  -0.506
H: 0.397 2.123 -1.217  0.352

***

C13H9FHoNS2 | ωB97M-V/def2-TZVPD

Calculated values
* energy: -65299.5293 eV
* gap between HOMO and LUMO (alpha / beta): 0.251 / 0.250 Ha
* multiplicity: 5
* <S²>: 6.00

Each line ends with the Mulliken charge.
Atoms and positions in Å:
F: 4.933 -2.323 -0.166  -0.306
Ho: -1.563 -2.252 -0.167  1.062
C: 1.536 -1.055 -0.182  -0.225
C: 0.820 -2.252 -0.167  -0.022
C: -1.563 2.048 -1.387  -0.400
H: 1.001 -0.110 -0.194  0.241
C: 1.494 -3.473 -0.152  -0.332
H: 0.927 -4.400 -0.140  0.256
C: -1.563 4.145 -0.189  -0.383
H: -1.563 5.232 -0.195  0.368
H: -1.563 4.007 1.972  0.375
H: -3.602 -2.252 -0.167  -0.257
C: 3.594 -2.300 -0.166  0.288
S: -1.563 1.000 2.379  -0.131
H: 3.502 -0.155 -0.193  0.400
C: -1.563 -0.431 1.331  -0.020
H: -1.563 3.980 -2.335  0.373
C: 2.889 -3.499 -0.152  -0.562
C: 2.930 -1.077 -0.182  -0.597
C: -1.563 3.464 1.032  -0.553
C: -1.563 2.054 1.025  1.058
C: -1.563 3.446 -1.389  -0.645
S: -1.563 -2.144 2.468  -0.265
N: -1.563 -0.038 -0.059  -0.192
C: -1.563 1.335 -0.167  -0.297
H: 3.428 -4.440 -0.140  0.382
H: -1.563 1.488 -2.316  0.386

***

Q: Which value of energy does entry 1 give?
A: -10298.1981 eV